(1)
Formula: C34H33BrLaN5O2Se
Source: the OMol25 dataset
Level of theory: ωB97M-V with the def2-TZVPD basis set

The spin multiplicity is 1. The lowest unoccupied orbital energy comes out at -0.662 eV.

Each line ends with the Löwdin charge.
Element x y z (Å)
La -0.509 -1.009 -1.076  1.84
Br 2.373 -8.160 -3.557  0.71
C 1.892 -6.377 -3.222  -0.72
C 2.099 -5.444 -4.306  -0.08
C 1.729 -4.101 -4.026  0.00
C 1.222 -3.597 -2.816  -0.43
O 0.881 -2.393 -2.706  -0.24
C 1.088 -4.599 -1.836  -0.14
C 0.722 -4.328 -0.466  -0.07
N 0.499 -3.205 0.107  -0.01
C 0.264 -3.268 1.476  -0.27
C 1.176 -3.863 2.291  -0.02
C 0.968 -3.814 3.694  -0.06
C -0.139 -3.150 4.215  -0.03
C -1.165 -2.691 3.346  -0.19
C -2.375 -2.170 3.748  0.01
C -3.208 -1.545 2.820  -0.01
C -2.749 -1.340 1.512  -0.11
N -1.632 -1.920 1.097  -0.01
C -0.869 -2.598 1.993  -0.20
C 1.339 -5.949 -2.071  -0.12
H 2.608 -5.655 -5.250  0.10
H 1.935 -3.320 -4.768  0.12
H 0.632 -5.231 0.220  0.15
H 2.016 -4.387 1.925  0.11
H 1.699 -4.181 4.499  0.13
H -0.188 -2.900 5.293  0.12
H -2.747 -2.376 4.778  0.14
H -4.170 -1.251 3.121  0.09
H -3.403 -0.855 0.767  0.13
H 1.291 -6.513 -1.194  0.09
C -3.391 -1.871 -2.875  -0.24
O -2.308 -1.466 -2.091  -0.61
H -3.789 -1.027 -3.410  0.06
H -4.111 -2.578 -2.310  0.10
H -3.075 -2.430 -3.743  0.05
C 2.183 2.451 -0.623  -0.02
N 1.266 3.021 -1.584  -0.07
C 0.847 2.477 -2.719  -0.82
Se 1.080 0.802 -3.301  0.68
N 0.236 3.469 -3.409  0.13
C 0.121 4.624 -2.608  -0.14
C -0.509 5.877 -2.787  0.00
C -0.422 6.746 -1.686  -0.09
C 0.301 6.416 -0.551  -0.10
C 0.969 5.217 -0.408  -0.01
C 0.821 4.299 -1.415  -0.18
H 1.695 2.400 0.406  0.08
H 3.087 3.085 -0.495  0.12
H 2.421 1.470 -0.924  0.04
H -0.075 3.351 -4.355  0.15
H -0.885 6.184 -3.718  0.09
H -1.045 7.649 -1.771  0.11
H 0.277 7.090 0.284  0.10
H 1.518 4.947 0.515  0.12
C 1.865 2.079 2.818  -0.14
N 1.283 0.931 2.199  -0.28
C 2.019 -0.241 2.599  -0.07
C -0.204 0.893 2.320  -0.14
C -0.853 1.795 1.302  -0.30
C -1.215 3.048 1.686  -0.07
C -1.980 3.840 0.841  -0.10
C -2.217 3.382 -0.418  -0.12
C -1.743 2.142 -0.839  -0.18
C -1.094 1.263 0.024  -0.26
H 1.395 2.268 3.897  0.13
H 1.692 3.028 2.301  0.05
H 2.940 2.022 2.859  0.08
H 2.215 -0.162 3.671  0.09
H 2.869 -0.369 2.015  0.07
H 1.296 -1.122 2.524  0.09
H -0.378 1.310 3.317  0.12
H -0.406 -0.075 2.000  0.05
H -0.944 3.377 2.709  0.12
H -2.345 4.774 1.159  0.09
H -2.684 4.075 -1.105  0.10
H -2.004 1.725 -1.903  0.11

(2)
Formula: C3H8N5
Source: the OMol25 dataset
Level of theory: ωB97M-V with the def2-TZVPD basis set

The spin multiplicity is 3. The lowest unoccupied orbital energy (alpha / beta) comes out at -4.594 / -8.406 eV. As for the charge: +1.

Each line ends with the natural charge from an NBO analysis.
Element x y z (Å)
C 0.420 -0.078 -1.886  0.08
C 1.856 1.156 -0.734  0.09
C 0.011 0.224 0.465  0.35
N 1.496 0.709 -1.919  -0.18
N -0.148 -0.401 -0.788  -0.13
N 1.289 0.863 0.419  -0.48
N -1.042 1.050 0.773  -0.88
N -1.066 -1.406 -0.759  -0.57
H 0.036 -0.522 -2.795  0.24
H 2.751 1.726 -0.597  0.21
H 0.143 -1.097 1.453  0.21
H 1.819 1.125 1.195  0.44
H -1.078 2.041 0.543  0.43
H -1.670 0.791 1.510  0.42
H -0.977 -1.977 0.116  0.38
H -1.924 -0.925 -0.579  0.38

(3)
Formula: CH3N3O3
Source: the OMol25 dataset
Level of theory: ωB97M-V with the def2-TZVPD basis set

The spin multiplicity is 1. The lowest unoccupied orbital energy (alpha / beta) comes out at -1.551 / -1.549 eV.

Each line ends with the natural charge from an NBO analysis.
Element x y z (Å)
C 1.410 0.560 -0.185  0.50
N -0.618 -0.258 1.688  -0.53
N 0.191 -0.088 -0.086  -0.27
N -0.805 -0.078 -1.086  0.65
O 2.364 0.632 0.526  -0.52
O -0.497 0.339 -2.163  -0.35
O -1.877 -0.465 -0.729  -0.38
H 1.593 0.991 -1.210  0.15
H -0.257 -1.141 2.157  0.37
H -1.503 -0.493 1.089  0.39

(4)
Formula: C4H8N2O
Source: the OMol25 dataset
Level of theory: ωB97M-V with the def2-TZVPD basis set

The spin multiplicity is 1. The lowest unoccupied orbital energy comes out at 0.850 eV.

Each line ends with the natural charge from an NBO analysis.
Element x y z (Å)
C -1.279 0.465 -0.619  0.24
C 0.715 -2.609 0.090  -0.65
C -0.454 -1.714 -0.153  -0.18
C -0.297 -0.411 -0.125  0.15
N -1.995 1.214 -1.095  -0.32
N 0.195 2.974 0.306  -1.12
O 0.853 0.129 0.304  -0.68
H 1.434 -2.374 -0.709  0.23
H 0.418 -3.707 -0.072  0.22
H 1.116 -2.408 1.079  0.23
H 0.111 3.226 1.326  0.37
H -1.299 -2.256 -0.628  0.22
H -0.636 2.444 0.042  0.39
H 0.285 3.925 -0.057  0.38
H 0.832 1.102 0.310  0.52

Number 1: strongest force on any atom 4.1 eV/A, total energy -183587.851 eV. Number 2: strongest force on any atom 6.2 eV/A, total energy -10677.528 eV. Number 3: strongest force on any atom 4.7 eV/A, total energy -11691.495 eV. Number 4: strongest force on any atom 2.7 eV/A, total energy -9304.215 eV.